A molecular structure, C12H7N2NiO5S at a distorted geometry, computed with ωB97M-V with the def2-TZVPD basis set.

Its total charge is +1. The calculated total energy is -2853.31014 Eh. The value obtained for the LUMO energy (alpha / beta) is -3.7 / -7.5 eV. Its multiplicity is 3. The value obtained for the highest occupied orbital energy (alpha / beta) is -9.10 / -11.37 eV. The orbital gap (alpha / beta) is 5.4 / 3.8 eV. The value obtained for the strongest force on any atom is 0.094 Eh/bohr.

```
28
C12H7N2NiO5S | the Open Molecules 2025 dataset | ωB97M-V with the def2-TZVPD basis set
O -1.756 4.969 -2.573
C -1.092 4.093 -2.274
Ni -0.303 2.031 -1.199
O -2.775 2.881 0.078
C -1.753 2.408 -0.194
C 1.509 1.573 -1.983
O 2.166 0.562 -1.940
C 1.110 2.623 -0.251
O 2.008 3.043 0.359
C -1.358 0.844 -2.008
O -1.977 0.021 -2.531
H 1.690 2.405 -2.709
N -0.449 1.490 2.477
C -0.182 0.261 1.967
N -0.019 -0.055 0.701
C 0.181 -1.417 0.538
C 0.409 -2.121 -0.658
C 0.536 -3.508 -0.633
C 0.464 -4.221 0.576
C 0.259 -3.535 1.780
C 0.125 -2.154 1.758
S -0.157 -1.077 3.114
H -0.408 1.550 3.490
H -0.184 2.305 1.946
H 0.493 -1.562 -1.582
H 0.697 -4.049 -1.565
H 0.569 -5.304 0.579
H 0.200 -4.054 2.739
```

---

A molecular structure, C12H7N2O5Ru at a distorted geometry, computed with ωB97M-V with the def2-TZVPD basis set.

Its total charge is +2. The calculated total energy is -1041.20184 Eh. The energy above the lowest of the compared OMol25 structures with the same formula, charge and spin is 14.7 kcal per mole. The value obtained for the LUMO energy (alpha / beta) is -7.1 / -11.8 eV. Its multiplicity is 6. The value obtained for the highest occupied orbital energy (alpha / beta) is -13.44 / -17.43 eV. The orbital gap (alpha / beta) is 6.4 / 5.6 eV. The value obtained for the strongest force on any atom is 0.097 Eh/bohr.

```
27
C12H7N2O5Ru | the Open Molecules 2025 dataset | ωB97M-V with the def2-TZVPD basis set
O -1.155 4.291 -0.235
C -0.874 3.217 -0.531
Ru -0.045 -1.455 -2.109
C 0.780 -3.042 -1.330
O 1.289 -3.987 -0.897
C -0.094 -2.412 -3.787
O -0.115 -2.988 -4.791
C 1.496 -0.467 -2.566
O 2.452 0.122 -2.869
C -1.515 -0.263 -2.570
O -2.391 0.420 -2.898
H -0.611 1.719 -1.017
N -1.185 -1.212 2.052
C -1.153 -1.723 0.803
N -0.314 -1.012 0.048
C 0.232 -0.001 0.834
C 1.081 1.066 0.524
C 1.326 2.009 1.522
C 0.767 1.881 2.804
C -0.089 0.812 3.116
C -0.323 -0.118 2.112
H -1.751 -1.566 2.817
H -1.729 -2.589 0.484
H 1.527 1.109 -0.469
H 1.961 2.873 1.307
H 1.000 2.636 3.558
H -0.565 0.679 4.087
```

---

33 unconnected molecules or ions with the total composition C12H84BrCl2FNO33 at a distorted geometry, computed with ωB97M-V with the def2-TZVPD basis set.

Its total charge is +1. The calculated total energy is -6639.30696 Eh. The value obtained for the LUMO energy is -2.8 eV. The value obtained for the highest occupied orbital energy is -12.18 eV. The orbital gap is 9.3 eV. The value obtained for the strongest force on any atom is 0.037 Eh/bohr.

```
134
C12H84BrCl2FNO33 | the Open Molecules 2025 dataset | ωB97M-V with the def2-TZVPD basis set
C -1.673 4.020 1.353
C -0.756 2.878 0.902
C -1.115 2.335 -0.506
F -1.931 3.193 -1.202
C -1.727 0.936 -0.464
C -0.579 -0.030 -0.021
C -0.880 -1.075 1.077
C 0.367 -1.386 1.925
Br 0.368 -0.056 3.379
N -2.964 1.008 0.419
C -4.098 0.487 -0.419
C -5.341 -0.036 0.262
Cl -6.825 0.694 -0.331
C -5.392 -0.943 1.240
C -4.153 -1.636 1.741
Cl -6.881 -1.413 2.017
C -3.356 -0.370 -1.433
O -2.212 0.479 -1.705
H -2.612 3.672 1.801
H -1.145 4.556 2.139
H -1.887 4.740 0.573
H 0.299 3.120 0.967
H -0.919 2.055 1.607
H -0.173 2.250 -1.053
H 0.325 0.517 0.246
H -0.320 -0.588 -0.918
H -1.639 -0.772 1.789
H -1.181 -2.012 0.600
H 1.288 -1.319 1.355
H 0.230 -2.365 2.363
H -3.175 2.012 0.498
H -2.896 0.722 1.398
H -4.450 1.336 -1.006
H -3.464 -1.688 0.901
H -4.364 -2.666 2.016
H -3.698 -1.153 2.602
H -3.889 -0.619 -2.342
H -2.912 -1.291 -1.047
O -4.502 -2.473 4.683
H -4.690 -1.590 5.018
H -5.368 -2.856 4.494
O 0.181 6.315 0.460
H -0.287 6.870 -0.175
H 0.861 5.884 -0.070
O 1.127 0.367 -2.906
H 1.412 0.935 -3.640
H 0.169 0.466 -2.881
O 0.181 -4.562 1.681
H 0.430 -4.928 2.545
H 0.237 -5.307 1.071
O 0.149 4.552 3.992
H 0.664 5.265 3.599
H 0.489 4.499 4.895
O 2.119 3.449 -1.317
H 2.409 3.086 -0.474
H 2.190 2.697 -1.920
O 3.230 -4.494 1.016
H 3.466 -3.900 0.294
H 2.271 -4.440 1.080
O 3.048 2.203 -4.508
H 3.047 2.966 -5.094
H 3.869 1.724 -4.704
O -5.079 -3.000 -1.582
H -5.550 -3.217 -2.396
H -5.701 -3.234 -0.882
O 2.622 2.456 4.095
H 2.674 3.128 3.408
H 1.869 1.910 3.843
O 3.847 0.751 -1.923
H 3.873 1.427 -2.611
H 3.065 0.233 -2.155
O 2.436 4.700 6.191
H 2.594 4.414 7.102
H 2.663 3.938 5.645
O 4.589 -0.313 -4.401
H 4.862 -0.681 -3.554
H 4.633 -1.064 -5.006
O 5.814 -2.912 -3.662
H 6.684 -2.810 -4.062
H 5.948 -3.576 -2.972
O -9.315 -1.646 -0.566
H -8.706 -0.917 -0.726
H -9.143 -1.906 0.343
O -1.775 -2.844 3.575
H -2.499 -2.959 4.210
H -2.044 -3.365 2.810
O 3.564 -2.905 -5.737
H 4.262 -3.329 -5.214
H 2.745 -3.234 -5.349
O -5.516 -4.766 3.389
H -4.919 -5.144 4.045
H -5.187 -5.102 2.549
O 2.724 4.772 9.229
H 2.751 5.667 9.587
H 2.811 4.199 9.995
O 0.764 -2.365 -5.373
H 1.004 -1.775 -6.095
H -0.197 -2.300 -5.316
O 0.227 9.089 -0.263
H 0.747 9.802 -0.646
H 0.549 9.010 0.641
O 6.110 2.936 -0.871
H 6.145 3.627 -1.539
H 5.340 2.408 -1.106
O 2.992 7.719 7.449
H 3.209 6.915 6.957
H 2.328 8.145 6.900
O -4.061 -5.927 -1.898
H -4.288 -5.026 -1.641
H -4.902 -6.362 -2.068
O 5.643 -4.086 -0.824
H 5.824 -3.244 -0.392
H 5.790 -4.745 -0.137
O 1.035 -3.956 4.514
H 0.907 -3.057 4.195
H 0.231 -4.136 5.012
O 5.565 6.698 8.867
H 5.816 5.903 8.389
H 4.911 7.127 8.303
O -2.273 -2.958 -6.236
H -2.202 -3.744 -6.788
H -2.972 -2.439 -6.646
O -9.052 2.612 -2.718
H -8.497 2.238 -2.028
H -8.635 2.346 -3.543
O 1.358 -5.191 -4.006
H 1.220 -4.302 -4.351
H 0.564 -5.379 -3.498
O 4.717 -4.394 -8.188
H 4.381 -3.754 -7.547
H 5.606 -4.088 -8.398
O 7.499 -5.889 -8.682
H 6.799 -6.073 -8.045
H 7.235 -6.378 -9.468
```

---

A molecular structure, C12H8AlB2Br4O18V at a distorted geometry, computed with ωB97M-V with the def2-TZVPD basis set.

Its total charge is +2. The calculated total energy is -13348.17091 Eh. The energy above the lowest of the compared OMol25 structures with the same formula, charge and spin is 0.0 kcal per mole. The value obtained for the LUMO energy is -13.0 eV. The value obtained for the highest occupied orbital energy is -15.09 eV. The orbital gap is 2.1 eV. The value obtained for the strongest force on any atom is 0.061 Eh/bohr.

```
46
C12H8AlB2Br4O18V | the Open Molecules 2025 dataset | ωB97M-V with the def2-TZVPD basis set
O 3.113 3.731 2.858
V 3.182 2.821 1.539
O 4.392 3.301 0.678
Al 5.761 -6.876 0.844
O -0.941 -0.905 5.179
C -0.813 -0.347 4.157
O -0.664 0.928 3.867
B -0.646 1.127 2.420
O -0.915 -0.174 1.818
C -0.948 -1.095 2.805
O -1.120 -2.247 2.624
O -1.722 2.105 2.061
C -1.196 3.151 1.495
O -1.693 4.212 1.235
C 0.325 2.935 1.366
O 0.600 1.753 1.842
O 1.129 3.681 0.851
O 1.878 -4.046 2.609
C 2.083 -3.467 1.584
O 1.445 -2.380 1.182
B 2.116 -1.820 -0.008
O 3.051 -2.890 -0.408
C 3.146 -3.793 0.533
O 3.944 -4.693 0.546
O 2.754 -0.550 0.373
C 2.232 0.425 -0.287
O 2.526 1.595 -0.198
C 1.066 -0.125 -1.103
O 1.138 -1.443 -1.055
O 0.348 0.559 -1.776
Br -3.732 -0.911 -2.607
C -2.597 -2.501 -3.073
C -1.495 -2.566 -2.068
Br -0.282 -4.078 -2.554
H -2.294 -2.406 -4.111
H -3.263 -3.345 -2.910
H -1.819 -2.738 -1.040
H -0.933 -1.642 -1.965
Br -1.357 4.595 -3.927
C -1.749 3.490 -2.354
C -2.999 2.633 -2.545
Br -3.633 2.078 -0.764
H -1.923 4.192 -1.540
H -0.881 2.873 -2.128
H -2.799 1.682 -3.029
H -3.814 3.173 -3.018
```

---

A molecular structure, C12H8Br2F5I2O5PtSeTe at a distorted geometry, computed with ωB97M-V with the def2-TZVPD basis set.

Its total charge is -1. The calculated total energy is -9869.75703 Eh. The energy above the lowest of the compared OMol25 structures with the same formula, charge and spin is 23.8 kcal per mole. The value obtained for the LUMO energy (alpha / beta) is 1.0 / 1.0 eV. The value obtained for the highest occupied orbital energy (alpha / beta) is -5.43 / -5.42 eV. The orbital gap (alpha / beta) is 6.4 / 6.4 eV. The value obtained for the strongest force on any atom is 0.023 Eh/bohr.

```
37
C12H8Br2F5I2O5PtSeTe | the Open Molecules 2025 dataset | ωB97M-V with the def2-TZVPD basis set
Pt -0.857 -0.768 -0.097
F 1.904 2.713 -2.183
Te 0.304 1.753 -1.963
F -0.164 2.440 -3.622
F 1.282 0.478 -2.899
F 1.122 1.291 -0.361
F -0.248 3.355 -1.214
O -1.237 0.831 -1.656
Br 0.537 -5.562 -0.775
C 1.837 -4.236 -0.448
C 2.904 -4.555 0.378
C 3.899 -3.621 0.619
C 3.846 -2.369 0.026
C 2.779 -2.037 -0.793
C 1.778 -2.969 -1.011
I 0.101 -2.320 -2.069
H 2.933 -5.530 0.843
H 4.712 -3.874 1.287
H 4.615 -1.634 0.219
H 2.713 -1.053 -1.236
Br -4.395 1.216 -0.688
C -3.297 2.557 0.076
C -3.417 3.847 -0.420
C -2.642 4.865 0.114
C -1.750 4.597 1.138
C -1.623 3.303 1.618
C -2.398 2.273 1.097
I -2.131 0.353 1.916
H -4.106 4.043 -1.229
H -2.732 5.866 -0.285
H -1.134 5.386 1.549
H -0.913 3.081 2.404
O -0.334 -4.251 2.532
Se -0.843 -2.816 1.988
O 0.406 -1.807 1.476
O -1.731 -2.892 0.580
O -1.722 -1.953 3.088
```

---

A molecular structure, C12H8ClNO2STc at a distorted geometry, computed with ωB97M-V with the def2-TZVPD basis set.

Its total charge is +2. The calculated total energy is -1605.82463 Eh. The energy above the lowest of the compared OMol25 structures with the same formula, charge and spin is 2.7 kcal per mole. The value obtained for the LUMO energy (alpha / beta) is -11.2 / -9.3 eV. Its multiplicity is 2. The value obtained for the highest occupied orbital energy (alpha / beta) is -14.74 / -15.56 eV. The orbital gap (alpha / beta) is 3.5 / 6.2 eV. The value obtained for the strongest force on any atom is 0.042 Eh/bohr.

```
26
C12H8ClNO2STc | the Open Molecules 2025 dataset | ωB97M-V with the def2-TZVPD basis set
Tc -0.027 -0.186 -0.893
S -0.650 -2.334 -1.623
C 1.014 -2.304 -2.188
C 1.701 -3.170 -3.008
C 3.035 -2.868 -3.274
C 3.617 -1.725 -2.730
C 2.860 -0.895 -1.924
N 1.578 -1.185 -1.659
H 1.216 -4.044 -3.421
H 3.623 -3.527 -3.899
H 4.650 -1.479 -2.931
H 3.272 -0.003 -1.470
Cl -3.205 3.665 4.429
C -2.453 2.548 3.396
C -1.710 1.482 3.939
C -1.048 0.598 3.126
C -1.072 0.757 1.728
O -0.341 -0.049 0.987
C -1.902 1.784 1.173
C -2.046 1.893 -0.236
O -1.472 1.140 -1.060
C -2.577 2.666 2.022
H -1.666 1.363 5.014
H -0.475 -0.224 3.536
H -2.719 2.654 -0.637
H -3.203 3.445 1.601
```

---

A molecular structure, C12H8F6MoN3O10SSbSe2 at a distorted geometry, computed with ωB97M-V with the def2-TZVPD basis set.

Its total charge is +1. The calculated total energy is -7487.08392 Eh. The energy above the lowest of the compared OMol25 structures with the same formula, charge and spin is 44.3 kcal per mole. The value obtained for the LUMO energy (alpha / beta) is -7.0 / -7.2 eV. Its multiplicity is 2. The value obtained for the highest occupied orbital energy (alpha / beta) is -13.24 / -13.23 eV. The orbital gap (alpha / beta) is 6.2 / 6.1 eV. The value obtained for the strongest force on any atom is 0.021 Eh/bohr.

```
44
C12H8F6MoN3O10SSbSe2 | the Open Molecules 2025 dataset | ωB97M-V with the def2-TZVPD basis set
Mo 0.058 -0.561 -0.987
F -0.812 -1.970 -0.187
Sb 1.560 -4.199 -0.111
F -0.199 -4.523 0.461
F 2.203 -5.238 1.289
F 1.635 -5.598 -1.321
F 0.860 -3.101 -1.546
F 3.200 -3.436 -0.556
O 2.378 1.223 -2.026
C 1.587 1.905 -1.454
N 0.417 1.357 -0.759
C -0.353 2.433 -0.235
O -1.389 2.297 0.371
C 0.355 3.678 -0.577
C 0.015 4.980 -0.270
C 0.886 5.974 -0.701
C 2.048 5.662 -1.408
C 2.379 4.345 -1.713
C 1.505 3.370 -1.280
H -0.889 5.214 0.276
H 0.661 7.009 -0.485
H 2.704 6.461 -1.724
H 3.275 4.094 -2.264
O 4.019 -1.541 1.285
Se 2.455 -1.286 1.269
O 1.829 -0.059 2.092
O 1.694 -0.954 -0.390
O 1.475 -2.680 1.400
S -0.944 0.151 1.644
C -1.986 -1.220 2.020
N -1.413 -2.402 2.325
C -2.157 -3.472 2.643
C -3.522 -3.335 2.675
C -4.044 -2.089 2.355
N -3.280 -1.038 2.036
H -0.400 -2.513 2.217
H -1.623 -4.392 2.834
H -4.156 -4.172 2.925
H -5.113 -1.914 2.351
O 0.100 -0.420 -2.798
Se -1.539 0.418 -3.047
O -2.441 -0.417 -4.047
O -1.810 -0.018 -1.391
O -1.229 1.975 -3.193
```

---

A single C12H8N2 molecule at a distorted geometry, computed with ωB97M-V with the def2-TZVPD basis set.

Its total charge is 0. The calculated total energy is -571.48958 Eh. Its structure (SMILES) is c1cnc2ccc3ncccc3c2c1. The energy above the lowest of the compared OMol25 structures with the same formula, charge and spin is 82.3 kcal per mole. The value obtained for the LUMO energy is -0.2 eV. The value obtained for the highest occupied orbital energy is -8.84 eV. The orbital gap is 8.6 eV. The value obtained for the strongest force on any atom is 0.138 Eh/bohr.

```
22
C12H8N2 | the Open Molecules 2025 dataset | ωB97M-V with the def2-TZVPD basis set
C 3.068 -1.409 -0.007
C 3.500 -0.107 -0.237
N 2.667 1.044 -0.093
C 1.333 0.805 0.066
C 0.488 1.983 0.086
C -0.804 2.040 0.029
C -1.382 0.784 -0.009
N -2.667 0.842 -0.191
C -3.458 -0.204 0.034
C -2.904 -1.468 -0.005
C -1.505 -1.509 -0.125
C -0.682 -0.451 0.117
C 0.818 -0.466 0.118
C 1.619 -1.582 0.299
H 3.468 -2.472 -0.164
H 4.542 0.308 -0.388
H 1.172 2.941 0.445
H -1.374 2.934 0.100
H -4.638 -0.008 -0.060
H -3.783 -2.285 0.017
H -1.111 -2.601 -0.431
H 1.171 -2.515 0.270
```